DFT (the ωB97M-V functional and the def2-TZVPD basis) results for C60H64GeMnNO3PS as an isolated structure in a non-equilibrium geometry.

Cartesian coordinates (Å):
Mn (0.078, 0.050, -0.162)
N (1.176, -1.549, 0.886)
C (1.258, -1.953, 2.262)
C (1.506, -3.287, 2.558)
C (1.816, -3.674, 3.851)
C (1.897, -2.722, 4.858)
C (1.588, -1.404, 4.577)
C (1.232, -1.009, 3.283)
P (0.770, 0.712, 3.005)
C (0.403, 1.354, 4.647)
C (-0.363, 0.612, 5.547)
C (-0.612, 1.116, 6.810)
C (-0.116, 2.362, 7.175)
C (0.644, 3.100, 6.281)
C (0.912, 2.596, 5.020)
C (2.250, 1.590, 2.442)
C (3.511, 1.174, 2.867)
C (4.635, 1.896, 2.496)
C (4.506, 3.031, 1.706)
C (3.250, 3.449, 1.285)
C (2.122, 2.733, 1.652)
H (1.000, -2.384, 0.329)
H (2.113, -1.233, 0.627)
H (1.485, -4.020, 1.759)
H (2.032, -4.711, 4.066)
H (2.192, -3.008, 5.858)
H (1.623, -0.667, 5.367)
H (-0.751, -0.358, 5.262)
H (-1.198, 0.542, 7.515)
H (-0.319, 2.754, 8.163)
H (1.038, 4.065, 6.570)
H (1.536, 3.156, 4.335)
H (3.608, 0.291, 3.487)
H (5.614, 1.582, 2.832)
H (5.384, 3.595, 1.422)
H (3.154, 4.343, 0.682)
H (1.141, 3.063, 1.337)
C (-7.337, 5.903, 5.139)
C (-6.196, 5.194, 4.487)
O (-5.803, 5.330, 3.367)
S (-5.428, 3.981, 5.625)
C (-4.154, 3.327, 4.582)
C (-3.198, 4.177, 4.032)
C (-2.247, 3.670, 3.169)
C (-2.224, 2.309, 2.869)
C (-3.164, 1.462, 3.441)
C (-4.123, 1.968, 4.303)
C (-1.395, 1.819, 1.739)
C (-0.376, 0.928, 1.618)
H (-7.599, 6.788, 4.563)
H (-7.098, 6.174, 6.165)
H (-8.197, 5.230, 5.158)
H (-3.211, 5.232, 4.263)
H (-1.508, 4.331, 2.732)
H (-3.168, 0.411, 3.177)
H (-4.864, 1.319, 4.751)
C (-4.581, 6.169, -3.745)
C (-3.811, 5.139, -2.972)
C (-4.161, 3.794, -3.020)
C (-3.476, 2.838, -2.287)
C (-3.905, 1.395, -2.275)
C (-2.403, 3.263, -1.497)
C (-2.024, 4.607, -1.423)
C (-0.863, 5.052, -0.571)
C (-2.737, 5.526, -2.174)
C (-1.711, 2.293, -0.628)
O (-2.003, 2.455, 0.643)
O (-0.947, 1.415, -1.018)
H (-5.177, 5.713, -4.533)
H (-3.907, 6.903, -4.184)
H (-5.261, 6.705, -3.080)
H (-5.004, 3.488, -3.630)
H (-4.566, 1.168, -3.109)
H (-4.448, 1.177, -1.351)
H (-3.044, 0.727, -2.325)
H (-0.154, 4.241, -0.395)
H (-1.221, 5.418, 0.394)
H (-0.326, 5.868, -1.054)
H (-2.455, 6.572, -2.136)
C (-0.400, 3.955, -5.471)
C (-0.312, 3.858, -3.952)
C (1.079, 3.497, -3.426)
C (1.634, 2.188, -3.984)
Ge (0.500, 0.562, -3.974)
C (-1.301, 0.457, -4.809)
C (-1.191, -0.265, -6.157)
C (-2.553, -0.476, -6.813)
C (-2.440, -1.221, -8.140)
H (-1.422, 4.182, -5.775)
H (-0.104, 3.023, -5.957)
H (0.246, 4.751, -5.847)
H (-1.031, 3.115, -3.586)
H (-0.608, 4.816, -3.517)
H (1.024, 3.437, -2.333)
H (1.780, 4.300, -3.671)
H (2.559, 1.915, -3.471)
H (1.899, 2.307, -5.036)
H (1.367, -0.436, -4.767)
H (-1.702, 1.462, -4.947)
H (-2.002, -0.080, -4.166)
H (-0.711, -1.237, -6.011)
H (-0.547, 0.308, -6.830)
H (-3.035, 0.491, -6.977)
H (-3.189, -1.043, -6.125)
H (-1.838, -0.656, -8.853)
H (-3.425, -1.374, -8.579)
H (-1.973, -2.197, -7.999)
C (-0.448, -5.607, -1.174)
C (0.033, -5.124, -2.382)
C (0.084, -3.758, -2.613)
C (-0.367, -2.859, -1.643)
C (-0.877, -3.356, -0.445)
C (-0.894, -4.724, -0.203)
C (-0.412, -1.420, -2.046)
C (0.627, -0.577, -2.321)
C (2.006, -0.732, -1.801)
C (2.526, 0.384, -1.119)
C (3.782, 0.341, -0.526)
C (4.540, -0.818, -0.608)
C (4.055, -1.912, -1.316)
C (2.804, -1.873, -1.913)
H (-0.502, -6.674, -1.004)
H (0.358, -5.810, -3.153)
H (0.448, -3.374, -3.558)
H (-1.301, -2.671, 0.283)
H (-1.277, -5.104, 0.736)
H (-1.369, -1.142, -2.485)
H (1.965, 1.320, -1.115)
H (4.173, 1.216, -0.023)
H (5.518, -0.862, -0.148)
H (4.661, -2.805, -1.406)
H (2.450, -2.725, -2.476)

2S+1 ... 4
Energy relative to the best compared isomer or geometry (same formula, charge and spin) ... 0.00 kJ/mol
Total energy ... -6572.2073 Ha
Lowest unoccupied orbital energy (spin up / spin down) ... -0.179 / -0.184 Ha
Orbital gap (spin up / spin down) ... 7.91 / 7.76 eV
Charge ... +2

Atomic partial charges in e from the Löwdin method, atoms 1 to 99:
1. Mn 0.748
2. N 0.084
3. C -0.255
4. C -0.001
5. C -0.030
6. C -0.037
7. C -0.076
8. C -0.241
9. P 1.117
10. C -0.312
11. C -0.099
12. C -0.044
13. C -0.038
14. C -0.045
15. C -0.057
16. C -0.316
17. C -0.059
18. C -0.059
19. C -0.062
20. C -0.056
21. C -0.089
22. H 0.074
23. H 0.092
24. H 0.122
25. H 0.123
26. H 0.122
27. H 0.109
28. H 0.119
29. H 0.119
30. H 0.119
31. H 0.118
32. H 0.108
33. H 0.114
34. H 0.121
35. H 0.122
36. H 0.118
37. H 0.094
38. C -0.065
39. C -0.707
40. O 0.050
41. S 1.014
42. C -0.522
43. C -0.066
44. C -0.006
45. C -0.196
46. C -0.017
47. C -0.070
48. C -0.232
49. C -0.177
50. H 0.094
51. H 0.081
52. H 0.097
53. H 0.121
54. H 0.119
55. H 0.124
56. H 0.113
57. C -0.029
58. C -0.233
59. C 0.021
60. C -0.191
61. C -0.007
62. C -0.088
63. C -0.216
64. C -0.009
65. C 0.000
66. C -0.358
67. O 0.130
68. O 0.010
69. H 0.083
70. H 0.087
71. H 0.096
72. H 0.129
73. H 0.093
74. H 0.101
75. H 0.054
76. H 0.061
77. H 0.091
78. H 0.096
79. H 0.136
80. C -0.083
81. C -0.275
82. C -0.263
83. C -0.290
84. Ge 1.033
85. C -0.294
86. C -0.311
87. C -0.276
88. C -0.107
89. H 0.078
90. H 0.058
91. H 0.086
92. H 0.073
93. H 0.097
94. H 0.081
95. H 0.118
96. H 0.059
97. H 0.070
98. H 0.029
99. H 0.056